This record from the OMol25 dataset describes a molecular structure, C48H60N2O2S2SeTeW. The level of theory is ωB97M-V with the def2-TZVPD basis set.

XYZ file:
```
117
Properties=species:S:1:pos:R:3:forces:R:3
W -0.0034 -0.5699 -1.1808 -1.432 1.875 0.350
C 1.4131 3.8741 4.9796 0.032 -2.043 1.142
C 1.5699 4.4835 3.6053 -1.428 -0.593 -0.001
C 2.8627 5.2279 3.7638 -0.060 1.500 0.171
C 0.4172 5.4821 3.3437 0.610 -0.938 0.452
C 1.5019 3.3396 2.5771 2.373 -0.266 0.637
C 0.3939 3.0142 1.8378 -0.095 0.458 0.384
C 0.4208 1.8700 1.0319 1.063 0.110 0.309
Se -1.0498 1.3664 0.0323 -0.228 -1.195 -0.789
C -2.8456 -1.5760 -0.4079 -0.705 -0.203 0.064
C -4.2221 -1.6994 0.0042 2.312 0.618 -0.281
C -4.4971 -2.3627 1.1713 0.988 -0.802 -1.246
C -3.4263 -3.0587 1.7987 -0.143 -0.787 1.233
C -2.1024 -3.1127 1.3763 -0.147 1.302 -0.535
C -1.8706 -2.2874 0.2588 0.585 -0.149 -0.048
O -0.5745 -2.0679 -0.1938 -0.637 0.483 -0.072
C -0.8882 -3.6400 2.1233 0.160 -0.761 0.971
C 0.0714 -4.4409 1.2034 0.318 1.791 -0.102
C -0.1283 -2.4644 2.7809 0.654 -0.480 -1.271
C -1.3094 -4.5778 3.2864 -0.271 -0.091 -0.631
C -5.8989 -2.5671 1.6296 0.222 -0.690 1.938
C -6.2324 -4.0588 1.5997 1.952 -1.053 -0.053
C -5.9654 -2.0572 3.1128 -0.139 -0.839 -0.909
C -6.8901 -1.8061 0.8285 -0.893 1.218 -0.907
C 1.5738 1.0107 0.9213 -1.999 1.787 0.094
O 1.4710 0.0458 -0.0057 -0.326 -1.046 -0.798
C 2.6751 1.2978 1.6977 0.574 -0.072 0.453
C 2.5948 2.4811 2.4659 2.029 -1.255 -0.208
C 3.9384 0.3652 1.8438 -1.413 0.229 -0.702
C 3.5223 -1.0721 1.8188 -0.620 -0.959 1.763
C 4.9070 0.5852 0.7275 0.923 2.504 -0.493
C 4.6006 0.5829 3.1710 1.037 0.748 0.146
H 1.3837 4.6108 5.7915 0.029 -0.021 -0.305
H 0.5561 3.2003 5.1231 -0.097 0.297 -0.294
H 2.2929 3.1982 5.1539 -0.571 0.639 0.058
H 2.7414 5.7609 4.7441 0.386 -0.002 -1.066
H 3.7691 4.6497 3.8725 0.081 -0.402 -0.239
H 2.9437 5.9493 2.9521 0.495 0.176 0.044
H 0.3819 6.1317 4.2049 -0.162 0.548 0.009
H 0.6276 6.0057 2.4260 -0.164 0.487 -0.296
H -0.5426 4.9619 3.2693 0.089 0.330 0.201
H -0.3614 3.7852 2.0425 -0.602 -1.257 -1.181
H -4.8999 -1.1413 -0.6088 -0.552 0.029 0.058
H -3.6980 -3.6058 2.7278 0.364 0.360 -0.776
H 0.1991 -3.9641 0.2068 0.020 -0.461 0.795
H 1.0657 -4.5619 1.6657 -0.456 -0.025 -0.062
H -0.4018 -5.3611 1.0845 -0.386 -1.893 -0.488
H 0.5219 -1.9990 2.0393 -0.160 0.288 -0.138
H -0.8019 -1.7324 3.1567 -0.472 0.616 0.604
H 0.5702 -2.8193 3.5293 -0.165 -0.177 0.435
H -1.9005 -5.4561 2.9957 0.082 0.230 -0.345
H -0.4153 -4.9699 3.7562 0.158 0.090 0.284
H -1.9174 -4.0395 4.0027 0.088 0.167 0.381
H -5.6421 -4.6727 2.3448 -0.404 0.770 -0.807
H -7.2278 -4.1697 1.8890 -1.845 -0.305 0.363
H -6.0901 -4.5347 0.6022 -0.076 0.481 0.570
H -5.1911 -2.5259 3.7193 -0.014 0.198 0.054
H -5.8520 -0.9950 3.0643 0.253 0.743 0.350
H -6.9257 -2.2801 3.5620 -0.260 -0.086 0.034
H -6.8859 -2.0540 -0.2461 -0.084 -0.254 0.393
H -7.9213 -1.9448 1.2182 0.654 0.129 -0.224
H -6.6273 -0.7295 0.8531 -0.390 -0.365 0.142
H 3.6090 2.5762 2.9268 -1.546 0.985 0.243
H 3.0624 -1.4529 0.9268 -0.333 0.105 -0.407
H 4.3971 -1.6880 2.0202 0.106 -0.119 -0.046
H 2.8469 -1.2007 2.6987 0.170 -0.365 -0.742
H 4.5398 0.3281 -0.2420 -0.343 -0.650 -0.484
H 5.1291 1.6694 0.6244 -0.252 -0.221 0.130
H 5.9031 0.2030 0.8708 0.220 -0.859 0.272
H 3.9289 0.5497 4.0138 -0.404 0.208 0.206
H 5.3385 -0.1902 3.3577 0.259 -0.098 -0.159
H 5.1332 1.5449 3.1244 0.006 -0.289 0.496
C 3.7405 1.3079 -3.8581 -0.460 -1.009 -0.130
C 3.3472 1.3881 -2.4086 0.667 0.995 0.459
C 2.2491 2.3806 -2.1482 -0.628 -0.590 -0.615
C 2.5835 3.6138 -1.6562 -1.108 1.055 -0.244
C 1.6932 4.6980 -1.6420 -0.062 -0.938 -0.167
C 0.4291 4.4778 -2.1374 -0.695 0.525 0.309
C 0.0132 3.2198 -2.5734 -0.927 0.143 -0.802
C -1.4049 3.1258 -3.1800 0.956 -1.395 1.197
C -2.5021 3.8167 -2.3964 -0.358 -0.538 -0.509
C 0.9109 2.1555 -2.5894 0.774 0.413 0.837
N 0.4495 0.8169 -2.8312 -0.073 -0.733 -0.371
C 0.0961 0.4301 -4.0658 -0.685 0.086 1.031
C -0.5679 -0.7992 -4.1504 1.419 0.113 0.710
C -1.1096 -1.5553 -5.1787 -0.804 0.313 -0.254
C -1.7035 -2.6586 -4.6108 0.260 -1.227 -0.508
C -1.3160 -2.6409 -3.2447 -1.195 -1.149 -0.916
N -0.6464 -1.5687 -2.9662 0.687 2.381 -0.252
H 4.4773 0.5150 -3.9747 0.334 0.203 -0.195
H 4.0855 2.2497 -4.1762 0.789 1.060 -0.611
H 2.9102 1.0488 -4.5125 -0.294 -0.041 0.020
H 4.2651 1.6256 -1.8189 -0.837 -0.009 -0.321
H 3.0633 0.4108 -2.1350 -0.474 -1.193 0.761
H 3.5569 3.7883 -1.3213 1.521 0.100 0.454
H 1.9965 5.6655 -1.2810 0.073 0.123 0.102
H -0.3433 5.2662 -2.1355 0.722 -0.305 -0.069
H -1.6619 2.0423 -3.2501 -0.037 0.855 -0.006
H -1.3270 3.4850 -4.1834 -0.080 0.427 -0.781
H -2.6903 3.3077 -1.4728 -0.062 -0.363 0.577
H -3.4144 3.7631 -2.9697 -0.426 -0.105 -0.213
H -2.3863 4.8481 -2.1611 0.526 0.897 0.007
H 0.2175 1.1513 -4.8901 -0.022 -0.593 0.243
H -1.0903 -1.2319 -6.1937 -0.217 -0.047 -0.564
H -2.2318 -3.4656 -5.1544 0.425 0.680 0.653
H -1.5525 -3.3362 -2.4715 -0.153 -0.485 0.286
Te 2.2837 -1.9834 -2.0398 0.486 -0.707 -0.498
C 1.8880 -2.9959 -3.8504 -0.328 -0.665 -1.207
C 2.1838 -2.5865 -5.1479 0.547 -0.621 1.229
C 2.1152 -3.6558 -6.1164 -0.461 -0.203 -0.373
C 1.7062 -4.8600 -5.5653 0.011 1.761 0.489
S 1.3429 -4.6689 -3.8461 0.904 0.357 -1.063
H 2.5858 -1.5850 -5.2906 -0.157 -0.241 -0.435
H 2.2987 -3.5303 -7.2280 -0.114 -0.141 1.670
H 1.5603 -5.7803 -6.1151 -0.124 -0.003 0.345
S -3.4155 0.2871 -2.3094 1.494 -0.883 0.496
C -2.3541 -0.6271 -1.4190 -0.833 1.269 0.103
```
Positions in Å, forces in eV/Å.

Summary:
- E_HOMO (alpha / beta): -10.3 / -10.2 eV
- ΔE to the lowest compared entry with this formula, charge and spin: 195.8 kJ/mol
- Expectation value of S²: 0.87
- Charge: +1
- Lowest unoccupied orbital energy (alpha / beta): -4.40 / -6.02 eV
- Multiplicity: 2